[1]
Here is a molecular structure, C38H95BaN6O13Zn from the Open Molecules 2025 dataset. Energies are from the ωB97M-V functional and the def2-TZVPD basis.

- multiplicity = 1
- HOMO energy (eV) = -12.837
- charge = +3

Each line ends with the Löwdin charge.
Atoms and positions in Å:
Ba -6.971 -12.744 -5.313  1.6717
Zn -4.154 -16.835 -7.812  0.3461
O -5.132 -9.618 -6.248  -0.2594
O -8.999 -18.704 -2.792  -0.1887
O -10.038 -13.145 -3.344  -0.2691
O -1.138 -24.617 -0.268  -0.1752
O -3.080 -15.271 -4.832  -0.2503
O 4.500 -13.148 0.750  -0.1870
O 3.563 -11.048 -8.142  -0.2028
O -4.885 -15.558 4.442  -0.2141
O 10.710 -12.903 -1.648  -0.1763
O -2.871 -11.648 1.709  -0.1909
O 2.840 -6.522 -11.596  -0.2125
O -8.149 -10.848 -8.266  -0.2686
O -2.949 -23.457 3.518  -0.1643
N 7.589 -13.094 0.251  -0.0481
N -8.798 -15.967 -3.468  -0.0575
N 1.785 -9.180 -9.110  -0.0094
N -5.239 -11.363 -8.750  -0.0777
N -2.319 -22.353 0.722  -0.0098
N -4.213 -13.258 3.232  -0.0137
C -4.426 -14.492 2.431  -0.1666
C -2.850 -13.059 3.596  -0.1828
C -10.577 -11.948 -2.952  -0.1370
C 4.584 -14.117 -0.277  -0.1114
C 6.807 -12.260 1.118  -0.2026
C -1.860 -15.441 -4.142  -0.3317
C -4.978 -8.520 -5.307  -0.0530
C 11.694 -13.901 -1.782  -0.1425
C -4.214 -15.786 3.262  -0.2455
C -3.604 -22.401 2.804  -0.1873
C 5.547 -12.924 1.703  -0.1810
C -1.290 -26.018 -0.498  -0.0914
C -10.272 -15.640 -3.315  -0.1772
C 2.226 -11.460 -8.650  -0.1900
C 3.989 -6.322 -12.422  -0.0987
C -9.510 -10.330 -8.308  -0.0805
C -7.548 -10.537 -9.552  -0.1708
C 2.730 -7.924 -11.084  -0.1772
C 3.864 -11.373 -6.767  -0.0976
C 8.778 -12.431 -0.173  -0.1907
C -5.727 -16.657 4.907  -0.0406
C -2.055 -12.591 2.352  -0.1932
C -2.461 -11.217 0.511  -0.1594
C -8.675 -17.771 -1.736  -0.1833
C -4.081 -9.713 -7.152  -0.2372
C -6.284 -11.426 -9.750  -0.2048
C -4.576 -10.098 -8.582  -0.1827
C -2.081 -16.329 -2.807  -0.0739
C 1.939 -10.467 -9.728  -0.2305
C -7.914 -19.158 -3.735  -0.0366
C -3.247 -23.470 4.907  -0.1118
C -8.207 -16.380 -2.211  -0.2365
C -10.589 -14.350 -2.704  -0.1847
C -2.097 -23.951 -1.098  -0.1879
C 9.524 -13.527 -0.965  -0.1606
C -2.250 -22.369 -0.760  -0.1161
C -3.625 -22.607 1.250  -0.1907
C 1.671 -7.977 -9.963  -0.1577
H 2.178 -12.528 -8.861  0.1208
H -10.088 -10.750 -9.131  0.0994
H -3.760 -10.021 -9.301  0.1316
H 3.478 -10.739 -5.969  0.0821
H -9.416 -9.247 -8.387  0.0946
H -3.585 -8.744 -7.089  0.1199
H -1.634 -10.511 0.577  0.0935
H 8.651 -11.464 -0.662  0.1385
H -2.212 -12.071 -0.118  0.0853
H -6.375 -16.074 5.561  0.0912
H 3.941 -5.551 -13.191  0.0914
H -3.184 -24.459 5.361  0.0898
H -11.674 -14.263 -2.760  0.1405
H -3.781 -14.613 1.560  0.1081
H 5.088 -12.177 2.352  0.1250
H -10.596 -11.979 -1.863  0.0997
H -8.221 -10.819 -10.362  0.1324
H -1.002 -15.791 -4.716  0.1180
H -1.843 -23.170 1.078  0.1056
H -10.128 -11.020 -3.307  0.0893
H 2.606 -8.670 -11.869  0.1139
H -3.986 -8.446 -4.861  0.0997
H -1.233 -16.325 -2.122  0.0628
H -4.255 -23.158 5.179  0.0822
H -7.615 -18.309 -4.350  0.0579
H -6.945 -19.358 -3.279  0.0807
H -1.178 -12.028 2.672  0.1290
H 9.688 -14.466 -0.437  0.1191
H 5.329 -14.849 0.032  0.0797
H 0.988 -10.791 -10.151  0.1248
H -9.615 -17.707 -1.188  0.1243
H -4.812 -13.510 4.005  0.1103
H -7.833 -18.113 -1.134  0.1188
H -8.293 -15.539 -1.523  0.1124
H -5.785 -8.419 -4.582  0.0892
H -5.119 -7.717 -6.032  0.0993
H -4.654 -22.277 3.070  0.1142
H -1.297 -26.271 -1.559  0.0837
H -2.917 -15.965 -2.209  0.0514
H -2.285 -17.380 -3.012  0.0611
H 12.437 -13.590 -2.517  0.0850
H -1.770 -13.390 1.667  0.1113
H -2.282 -26.423 -0.296  0.0914
H -7.168 -9.517 -9.501  0.1197
H 2.698 -10.600 -10.499  0.1281
H -5.194 -9.234 -8.825  0.1189
H 3.642 -14.633 -0.461  0.0796
H 0.656 -7.789 -10.313  0.1166
H -3.239 -10.369 -6.929  0.1187
H -4.704 -16.498 2.599  0.1178
H -3.171 -15.952 3.534  0.1253
H -2.471 -13.863 4.227  0.1244
H 9.383 -12.177 0.697  0.1262
H -10.786 -16.395 -2.720  0.1322
H 4.806 -6.229 -11.707  0.0917
H -8.702 -16.828 -3.988  0.0571
H 8.855 -13.841 -1.767  0.1146
H 7.400 -11.876 1.948  0.1340
H -3.102 -21.451 2.990  0.1204
H -8.111 -20.021 -4.371  0.0946
H -10.279 -14.378 -1.659  0.1297
H 4.913 -13.793 -1.265  0.0803
H -2.797 -12.194 4.257  0.1282
H 4.073 -7.221 -13.033  0.0785
H -5.889 -11.181 -10.736  0.1265
H -1.928 -23.943 -2.175  0.1217
H 11.283 -14.813 -2.215  0.0881
H -3.073 -24.374 -0.861  0.1057
H 5.702 -13.812 2.316  0.1249
H -4.329 -21.918 0.782  0.1190
H 1.938 -7.053 -9.451  0.1214
H 1.479 -11.445 -7.856  0.1112
H -11.608 -12.010 -3.299  0.1005
H 12.331 -14.006 -0.904  0.0918
H -1.388 -21.811 -1.124  0.1087
H 6.387 -11.505 0.453  0.1328
H -0.431 -26.541 -0.077  0.1027
H -10.671 -15.693 -4.328  0.1315
H -3.083 -21.871 -1.256  0.1103
H -6.541 -12.481 -9.848  0.1173
H 4.948 -11.300 -6.855  0.0928
H -3.284 -10.581 0.184  0.0939
H -5.107 -17.284 5.548  0.0933
H 3.704 -8.094 -10.625  0.1206
H -4.578 -12.066 -9.048  0.1121
H -6.366 -17.154 4.177  0.0888
H -9.999 -10.369 -7.334  0.0801
H -5.476 -14.482 2.138  0.1165
H -1.461 -14.479 -3.820  0.1178
H -7.118 -16.422 -2.215  0.1032
H -3.930 -23.609 0.947  0.1266
H -2.610 -22.873 5.560  0.0851
H 2.414 -9.152 -8.320  0.1147
H 7.703 -13.880 0.876  0.1278
H 3.674 -12.402 -6.462  0.0789

[2]
Here is a single C4H5NS molecule from the Open Molecules 2025 dataset. Energies are from the ωB97M-V functional and the def2-TZVPD basis.

- multiplicity = 1
- HOMO energy (eV) = -8.945
- SMILES = C=C(C)N=C=S

Each line ends with the Löwdin charge.
Atoms and positions in Å:
S -1.041 -1.830 3.184  0.6949
N -0.621 -0.704 0.746  0.1048
C -0.899 0.254 -1.405  0.0497
C -0.659 -1.133 1.847  -0.7899
C 1.223 0.540 -0.218  -0.0183
C -0.211 0.042 -0.340  -0.4173
H -2.004 0.135 -1.295  0.0941
H -0.384 0.892 -2.136  0.0752
H 1.894 -0.242 0.026  0.0731
H 1.238 0.970 0.711  0.0533
H 1.464 1.074 -1.121  0.0802

[3]
Here is a single C3H3NO2 molecule from the Open Molecules 2025 dataset. Energies are from the ωB97M-V functional and the def2-TZVPD basis.

- multiplicity = 1
- HOMO energy (spin up / spin down) (eV) = -11.095 / -9.571

Each line ends with the Löwdin charge.
Atoms and positions in Å:
O -2.242 -0.941 0.010  0.0100
O -1.870 0.316 -0.093  -0.1143
N 2.954 -0.152 -0.064  0.1699
C 0.456 -0.499 0.069  -0.0313
C -0.506 0.591 -0.029  -0.2088
C 1.810 -0.300 0.007  -0.2454
H -0.284 1.228 -0.900  0.1523
H -0.388 1.263 0.840  0.1537
H 0.070 -1.507 0.161  0.1140

Per-record maximum force, eV Å⁻¹: 4.3, 3.9, 2.1